78
Properties=species:S:1:pos:R:3:forces:R:3 method="wB97M-V/def2-TZVPD" homo_ev="-7.74 / -7.75" s_squared=3.753 multiplicity=4 e_lumo_ev="0.00 / 0.00"
C -2.181 3.573 2.003 0.5 0.0 0.1
C -3.317 3.014 1.218 -1.0 0.1 -0.7
H -1.813 4.491 1.529 0.0 -0.1 0.2
H -1.347 2.859 2.034 -0.4 0.4 0.1
H -2.478 3.825 3.034 0.0 0.0 -0.2
C -4.339 3.780 0.805 0.2 -0.6 0.3
C -4.427 5.243 1.065 -0.1 0.4 0.0
H -5.204 3.345 0.303 0.4 0.0 0.1
H -3.510 5.765 0.760 -0.2 0.0 0.2
H -4.601 5.451 2.132 0.1 0.1 -0.2
H -5.261 5.660 0.489 0.2 0.1 0.2
Nd 2.105 -0.731 1.388 -1.2 1.1 0.7
Cl -0.284 -1.681 2.373 0.4 0.0 -0.1
C 1.099 -3.661 0.606 0.0 0.7 0.1
O 1.871 -2.761 0.167 -0.4 -1.3 0.3
N 0.311 -4.404 -0.155 0.1 0.2 -0.2
C 0.386 -4.292 -1.609 -0.1 0.1 0.0
C -0.833 -5.096 0.444 0.2 0.0 0.1
H 0.992 -3.833 1.687 0.1 0.0 -0.3
H 1.434 -4.225 -1.914 -0.2 0.1 0.1
H -0.161 -3.414 -1.982 0.2 -0.2 0.1
H -0.058 -5.198 -2.021 0.1 0.1 -0.1
H -0.560 -5.346 1.475 -0.3 0.0 -0.2
H -1.023 -6.010 -0.128 0.0 0.2 0.2
H -1.733 -4.453 0.452 0.4 -0.3 -0.1
H 6.085 -3.907 -0.700 0.0 0.3 0.0
H 7.678 -3.922 1.589 -0.1 0.2 -0.1
C 6.273 -2.824 -0.647 0.1 0.0 0.1
C 7.672 -2.837 1.410 0.0 -0.1 0.1
N 6.453 -2.406 0.739 -0.2 -0.2 0.1
H 5.433 -2.281 -1.082 0.2 -0.1 0.1
C 5.440 -1.871 1.425 -1.1 0.3 -0.6
O 4.336 -1.583 0.895 1.6 -0.4 0.7
H 7.753 -2.325 2.372 0.1 -0.1 -0.2
H 5.619 -1.688 2.496 -0.1 0.0 -0.2
H 7.203 -2.611 -1.185 -0.2 0.0 0.0
H 8.540 -2.596 0.784 -0.2 0.1 0.2
H 5.048 4.221 0.206 -0.2 -0.1 -0.3
H 1.710 3.110 -0.154 0.2 0.1 -0.5
C 4.803 3.809 -0.785 0.3 -0.1 0.2
C 2.359 3.274 -1.035 -0.4 0.1 0.3
N 3.714 2.840 -0.720 0.5 -0.9 0.2
H 5.700 3.323 -1.182 -0.1 0.2 0.0
C 3.958 1.592 -0.316 -0.9 0.2 0.0
O 3.069 0.716 -0.172 1.4 1.1 -0.6
H 1.958 2.684 -1.872 0.1 0.2 0.2
H 5.016 1.373 -0.098 -0.2 0.0 0.0
H 4.505 4.626 -1.445 0.2 -0.2 0.1
H 2.413 4.334 -1.302 -0.2 -0.3 0.0
O -2.098 1.227 0.193 0.0 -0.4 -1.2
C -3.276 1.521 0.933 0.3 0.0 0.2
C -4.926 1.384 -0.979 -0.2 -0.4 0.1
C -4.520 0.958 0.289 0.1 -0.2 0.3
H -4.364 2.186 -1.463 -0.3 -0.3 0.1
C -6.021 0.773 -1.598 0.4 0.1 -0.1
H -3.127 1.051 1.913 -0.2 -0.2 0.0
C -5.223 -0.044 0.964 -0.4 0.2 -0.8
H -6.308 1.111 -2.601 0.0 -0.2 0.4
C -6.697 -0.267 -0.958 -0.1 0.2 0.2
C -6.327 -0.644 0.341 0.2 0.0 -0.1
H -4.877 -0.350 1.950 -0.2 0.0 -0.2
H -7.532 -0.758 -1.468 0.3 0.2 0.3
H -6.883 -1.425 0.859 0.2 0.2 -0.2
Si -1.633 0.135 -0.996 -1.3 0.2 0.8
Cl 0.416 1.730 1.079 1.6 -0.5 1.1
C -2.173 0.802 -2.639 0.0 0.0 -0.5
C -2.442 -1.532 -0.637 -0.2 -0.2 -0.1
C 0.188 -0.272 -1.090 0.1 0.2 0.4
H -3.232 0.602 -2.837 0.2 0.1 0.0
H -1.574 0.308 -3.416 -0.1 0.2 0.0
H -2.002 1.884 -2.697 0.0 -0.2 0.0
H 0.832 0.612 -1.183 -0.2 -0.5 0.1
H 0.444 -1.031 -1.836 -0.3 0.0 0.0
H 0.235 -0.714 -0.077 0.2 0.0 -0.6
H -3.539 -1.487 -0.676 0.2 0.0 0.0
H -2.152 -1.877 0.366 0.0 0.1 -0.2
H -2.129 -2.296 -1.365 0.0 0.1 0.1
I 3.131 -0.542 4.250 0.3 0.0 -0.2

81
Properties=species:S:1:pos:R:3:forces:R:3 method="wB97M-V/def2-TZVPD" homo_ev="-7.81 / -8.53" s_squared=2.009 multiplicity=3 e_lumo_ev="0.35 / 0.35"
C -1.704 2.267 -2.481 -0.1 -0.4 0.1
C -0.640 2.887 -1.627 0.4 1.3 0.6
H -2.699 2.645 -2.218 0.1 -0.2 -0.1
H -1.687 1.184 -2.319 -0.2 0.2 -0.1
H -1.550 2.461 -3.554 0.1 0.0 0.3
C -0.693 4.152 -1.163 0.4 -0.7 -0.4
C -1.861 5.067 -1.330 -0.4 0.3 -0.1
H 0.189 4.584 -0.668 -0.4 -0.3 0.0
H -2.759 4.541 -1.692 0.4 0.3 0.1
H -1.647 5.888 -2.033 -0.1 -0.2 0.2
H -2.112 5.525 -0.360 0.0 0.0 -0.3
V 0.064 -0.731 0.399 1.5 1.2 -0.8
Cl -1.622 -1.783 -0.629 -0.6 0.3 0.2
C 2.892 0.127 0.988 -1.0 0.4 0.4
O 1.749 -0.048 1.516 1.5 -0.1 -0.6
N 3.995 0.321 1.702 -0.6 0.2 0.0
C 3.947 0.331 3.156 0.1 0.0 -0.2
C 5.200 0.829 1.068 0.1 0.0 -0.1
H 3.031 0.157 -0.099 -0.2 0.1 0.5
H 3.222 -0.400 3.523 0.1 0.2 -0.1
H 3.688 1.331 3.531 0.1 -0.2 0.0
H 4.952 0.065 3.481 -0.1 0.0 0.3
H 5.194 0.536 0.010 0.1 0.1 0.3
H 6.066 0.386 1.574 -0.1 0.1 -0.3
H 5.260 1.931 1.141 0.0 -0.5 0.0
H 2.084 -5.602 1.955 0.0 0.1 0.0
H 1.477 -6.598 -0.175 -0.1 0.3 0.0
C 1.154 -5.028 1.983 0.2 -0.2 0.2
C 0.558 -5.999 -0.230 -0.2 0.0 0.1
N 0.663 -4.831 0.636 0.1 -0.2 0.3
H 1.341 -4.048 2.431 -0.1 -0.4 0.0
C 0.383 -3.603 0.230 -1.4 0.1 1.4
O 0.513 -2.602 1.022 0.1 -1.4 -0.9
H 0.411 -5.691 -1.267 0.0 0.0 0.2
H -0.175 -3.530 -0.706 0.3 0.0 0.5
H 0.418 -5.598 2.565 0.1 0.2 0.0
H -0.273 -6.653 0.083 0.2 0.3 -0.1
H -2.521 2.051 0.127 0.0 -0.2 0.4
H -1.153 4.078 1.772 -0.1 -0.3 0.1
C -2.801 1.797 1.162 -0.1 0.2 -0.4
C -1.498 3.397 2.566 0.3 -0.1 0.1
N -1.674 2.036 2.065 0.3 -0.4 0.4
H -3.095 0.746 1.199 0.1 0.2 0.0
C -0.851 1.049 2.414 -0.8 -0.7 -0.9
O -0.980 -0.139 1.974 -0.2 1.7 1.3
H -0.746 3.371 3.367 -0.3 0.2 -0.2
H -0.039 1.302 3.112 -0.2 0.0 -0.1
H -3.630 2.447 1.475 0.2 -0.3 0.0
H -2.452 3.776 2.953 0.3 -0.2 0.0
O -0.178 0.931 -0.471 0.2 0.1 0.7
C 0.472 1.923 -1.227 -0.1 -1.0 -0.2
C 1.722 3.032 0.737 0.1 0.3 0.2
C 1.702 2.566 -0.578 -0.5 0.0 -0.4
H 0.878 2.812 1.405 0.4 0.1 -0.4
C 2.798 3.817 1.186 -0.1 -0.3 0.0
H 0.803 1.440 -2.163 0.3 0.1 0.1
C 2.795 2.812 -1.410 0.0 0.3 0.1
H 2.790 4.223 2.210 0.0 -0.2 -0.5
C 3.874 4.089 0.333 -0.1 0.1 0.0
C 3.868 3.582 -0.969 0.1 -0.1 0.1
H 2.770 2.431 -2.431 0.0 0.1 0.2
H 4.709 4.712 0.675 -0.4 -0.3 -0.1
H 4.696 3.784 -1.650 -0.2 0.0 0.3
Si -4.065 -2.593 -1.840 -0.6 -0.4 -0.5
Cl -3.894 -0.448 -1.962 -0.8 -0.8 -0.5
C -4.666 -3.008 -0.099 0.1 0.1 -0.1
C -2.717 -3.730 -2.605 0.2 0.3 0.3
C -5.545 -3.102 -2.939 0.1 0.3 0.1
H -4.147 -2.432 0.680 -0.1 -0.3 -0.2
H -4.533 -4.089 0.069 0.0 0.3 0.1
H -5.746 -2.789 -0.063 0.4 -0.1 0.0
H -6.492 -2.694 -2.553 0.3 -0.1 -0.2
H -5.605 -4.207 -2.918 0.0 0.4 0.0
H -5.426 -2.774 -3.984 0.0 -0.2 0.3
H -1.707 -3.605 -2.170 -0.7 -0.2 -0.4
H -2.661 -3.536 -3.686 0.0 -0.1 0.2
H -3.037 -4.779 -2.457 0.0 0.4 -0.1
O 3.400 -1.934 -0.499 -1.8 -0.8 -0.7
N 2.253 -2.206 -0.916 0.7 -0.1 -0.8
O 1.907 -3.380 -1.206 1.5 2.1 -0.1
O 1.391 -1.230 -1.122 1.4 -1.2 0.2

74
Properties=species:S:1:pos:R:3:forces:R:3 method="wB97M-V/def2-TZVPD" homo_ev="-15.96 / -16.01" total_charge=+3 e_lumo_ev="-11.74 / -11.60"
La -0.722 1.345 -0.875 6.0 -3.1 7.2
P -1.939 -1.324 0.765 -1.5 -1.1 0.6
P 1.641 -0.009 1.369 2.0 0.0 1.6
P 0.326 -4.137 -2.202 0.4 -0.2 0.1
H -0.256 4.157 -2.837 -0.9 -1.7 -0.4
C -0.678 3.117 -3.127 0.2 0.8 -0.1
C -1.994 2.829 -2.375 -2.0 1.4 -2.1
H -2.081 3.439 -1.417 -0.2 -0.9 -0.8
C -3.444 -0.667 1.651 0.3 0.5 0.0
C -1.305 -2.450 2.103 0.7 0.1 0.1
C -2.762 -2.575 -0.323 0.1 -0.1 -0.4
C 3.308 0.789 1.204 0.0 0.3 -0.8
C 1.394 0.604 3.109 -0.8 0.3 -0.1
C 2.368 -1.636 1.926 -0.5 -0.8 -0.4
C 1.218 -5.224 -3.396 -0.4 0.2 -0.4
C 0.312 -5.245 -0.722 -0.3 0.1 0.1
C 1.743 -3.058 -1.722 0.1 0.2 0.0
H -0.973 3.204 -4.199 0.8 -0.5 0.6
H -2.808 3.233 -3.084 0.8 -0.5 1.5
H -4.122 -0.163 0.952 0.1 -0.1 0.0
H -3.107 0.085 2.379 -0.2 -0.2 0.0
H -4.025 -1.436 2.192 0.5 0.2 -0.4
H -0.572 -1.931 2.733 -0.2 -0.1 -0.1
H -0.802 -3.344 1.702 -0.2 0.4 -0.1
H -2.109 -2.804 2.765 0.0 0.2 -0.4
H -2.944 -2.153 -1.317 0.0 -0.1 0.1
H -3.728 -2.908 0.087 0.4 0.2 0.0
H -2.126 -3.460 -0.472 -0.1 0.4 0.1
H 4.041 0.349 1.900 -0.4 0.2 -0.2
H 3.230 1.866 1.395 0.1 -0.2 0.0
H 3.673 0.657 0.178 0.2 0.0 0.2
H 2.078 0.107 3.819 -0.3 0.2 -0.4
H 0.360 0.413 3.407 0.1 0.0 0.3
H 1.560 1.688 3.160 -0.1 -0.3 -0.1
H 2.963 -1.492 2.842 -0.3 0.2 -0.4
H 3.024 -2.086 1.174 -0.2 0.2 0.0
H 1.580 -2.363 2.153 0.2 0.1 0.0
H 2.295 -5.029 -3.331 -0.2 -0.3 -0.1
H 0.864 -4.992 -4.411 0.3 -0.3 0.2
H 1.003 -6.275 -3.168 0.1 0.3 -0.2
H 0.793 -6.199 -0.975 -0.1 0.3 0.2
H -0.720 -5.441 -0.402 0.3 -0.1 0.0
H 0.858 -4.755 0.094 -0.2 -0.3 -0.1
H 2.651 -3.640 -1.924 0.0 0.5 0.3
H 1.682 -2.782 -0.662 0.0 -0.1 -0.2
H 1.754 -2.133 -2.313 0.2 -0.2 0.1
C -1.312 -0.622 -3.663 -1.6 0.4 -0.3
C 0.059 -0.387 -3.776 1.2 2.1 0.0
C 0.796 0.841 -3.460 -0.1 0.4 1.2
C 0.445 2.101 -2.824 0.6 0.3 -1.7
C -2.371 1.316 -2.189 -4.9 -1.0 -2.8
C -2.383 0.074 -2.967 0.6 3.0 1.5
S -1.929 -2.040 -4.444 0.0 -0.7 0.2
H -1.021 -2.825 -3.765 0.0 -0.4 -0.2
H 0.654 -1.249 -4.184 -0.5 1.2 0.4
H 1.879 0.761 -3.566 0.0 -0.5 0.4
H 1.053 2.609 -1.979 0.6 -1.0 -2.1
H -2.914 1.297 -1.117 -0.8 -0.4 -2.6
H -3.296 -0.491 -2.794 0.4 -0.3 0.1
N 0.167 4.787 5.225 0.0 -0.7 -1.7
C 1.015 5.008 4.161 2.8 2.4 3.0
O 2.088 5.663 4.335 -3.3 -2.2 -1.5
C 0.627 4.442 2.843 -0.3 -0.8 -1.7
C 1.547 4.485 1.771 0.1 -0.1 0.1
C 1.240 3.910 0.531 -1.3 0.8 0.8
N -0.027 3.422 0.286 1.1 -2.0 1.5
C -0.806 3.109 1.380 0.8 2.1 0.8
C -0.570 3.717 2.634 0.1 -0.4 -0.6
H 0.505 5.044 6.134 0.2 0.2 0.3
H -0.512 4.032 5.185 0.3 0.5 0.3
H 2.525 4.966 1.918 -0.4 -0.3 0.1
H 2.015 3.859 -0.248 -0.7 0.3 0.1
H -1.659 2.380 1.336 0.3 0.9 -0.4
H -1.316 3.621 3.430 0.4 -0.2 -0.4